The following is a quantum chemistry calculation of one molecule with the formula C20H19F3N2O3S2, from OMol25.

```
49
C20H19F3N2O3S2 | OMol25 | the ωB97M-V functional and the def2-TZVPD basis
C -3.2504 2.3633 -2.8126
C -2.9557 1.0032 -2.8637
C -1.9269 0.4832 -2.0781
C -1.3281 1.3066 -1.1361
C -0.3364 0.7036 -0.1450
C -0.9611 1.0061 1.1501
N -1.6168 0.1664 1.8793
C -2.0591 0.5857 3.2181
C -2.8709 -0.5813 3.7760
C -3.1486 -1.5352 2.6059
C -2.2221 -1.1205 1.4412
C -1.5883 2.6686 -1.0925
C -2.6208 3.1783 -1.8738
H -4.0162 2.7876 -3.4764
H -3.4448 0.3480 -3.5706
H -1.6511 -0.5750 -2.0753
H -0.3481 -0.4025 -0.2364
H -0.8210 2.0253 1.5670
H -1.1820 0.8510 3.8300
H -2.6741 1.4918 3.1007
H -2.2849 -1.0870 4.5479
H -3.7965 -0.2079 4.2144
H -2.9721 -2.5829 2.8760
H -4.1944 -1.4531 2.2754
H -2.7574 -0.9907 0.4830
H -1.4342 -1.8719 1.2488
H -1.0759 3.3115 -0.3645
H -2.8607 4.2465 -1.8183
F 6.7111 -1.4297 -3.1238
C 5.6154 -2.0587 -2.6285
F 5.3186 -3.0618 -3.5202
F 6.0172 -2.6766 -1.4846
S 4.1777 -0.7988 -2.3285
N 3.3567 -2.2241 -1.4068
C 1.9889 -1.8566 -1.7240
O 1.2936 -2.3818 -2.5776
C 1.7624 -0.6691 -0.8906
C 2.1365 -0.9638 0.4188
C 2.0426 0.0109 1.4454
C 1.7266 1.2902 1.1165
C 1.0035 1.5005 -0.1565
C 1.4365 0.6279 -1.2745
S 3.5702 -2.0164 0.3462
O 3.3835 -3.3350 0.8768
O 4.7118 -1.1965 0.7113
H 2.3027 -0.3126 2.4667
H 1.9929 2.0980 1.7764
H 0.7415 2.5319 -0.4074
H 1.1086 0.8036 -2.3058
```

Output
total charge: 0
HOMO level: -6.29 eV
relative energy (zero: lowest compared OMol25 entry of this formula, charge and spin): 488.0 kJ/mol
HOMO-LUMO gap: 5.4 eV
calculated total energy: -59987.201 eV


The following is a quantum chemistry calculation of an isolated ion of composition H4N2O4PS and charge -1, from OMol25.

```
12
H4N2O4PS | OMol25 | the ωB97M-V functional and the def2-TZVPD basis
N 0.5811 -2.8148 -0.1192
S 1.6441 -1.7593 0.2057
O 2.7468 -2.2931 0.9483
O 2.1125 -0.9463 -0.9017
O 0.7734 -0.6561 1.2604
P -0.7848 -0.2082 0.9036
N -0.5248 0.9059 -0.4367
O -0.9615 1.0511 1.9069
H -0.1375 -2.3615 -0.5283
H 0.4617 0.8475 -0.7349
H -1.1638 0.7339 -1.2339
H -0.3110 1.7772 1.8649
```

Output
total charge: -1
HOMO level: -4.77 eV
relative energy (zero: lowest compared OMol25 entry of this formula, charge and spin): 80.2 kJ/mol
HOMO-LUMO gap: 8.5 eV
calculated total energy: -31361.445 eV
SMILES string: N=[S@@](=O)([O-])OP(N)O